{
  "formula": "C21H17F10N5RuSSe3Te",
  "method": "ωB97M-V with the def2-TZVPD basis set",
  "elements": ["Ru", "C", "N", "C", "C", "N", "C", "C", "F", "C", "F", "C", "F", "C", "F", "C", "F", "C", "C", "N", "C", "C", "F", "C", "F", "C", "F", "C", "F", "C", "F", "H", "H", "H", "H", "H", "H", "H", "H", "H", "H", "H", "Se", "Se", "Te", "Se", "C", "N", "C", "C", "N", "C", "S", "H", "H", "H", "H", "H", "H"],
  "xyz": [[0.9836, 0.2269, -0.5455], [2.8660, -1.3881, 0.9047], [1.7966, -0.4100, 1.2006], [2.3650, 0.8082, 1.8228], [3.1307, 1.6246, 0.7870], [2.3595, 1.5936, -0.4581], [2.6562, 2.4425, -1.5144], [3.7034, 3.3614, -1.5954], [4.6027, 3.4683, -0.6030], [3.8770, 4.1779, -2.7010], [4.8881, 5.0474, -2.7272], [3.0231, 4.0898, -3.7849], [3.1957, 4.8782, -4.8430], [1.9842, 3.1757, -3.7519], [1.1492, 3.0690, -4.7792], [1.8153, 2.3911, -2.6308], [0.7810, 1.5157, -2.6181], [0.7199, -1.0585, 1.9789], [-0.1601, -1.8977, 1.0475], [0.0016, -1.4552, -0.3497], [-0.7529, -2.1124, -1.3222], [-1.8710, -2.9288, -1.1025], [-2.3032, -3.2312, 0.1360], [-2.6291, -3.4464, -2.1380], [-3.7034, -4.1884, -1.8598], [-2.2868, -3.2049, -3.4543], [-3.0235, -3.6927, -4.4533], [-1.1540, -2.4573, -3.7105], [-0.7622, -2.2452, -4.9675], [-0.4135, -1.9441, -2.6640], [0.7150, -1.2762, -2.9975], [3.3861, -1.6537, 1.8293], [3.5789, -0.9601, 0.2009], [2.4196, -2.2775, 0.4657], [3.0163, 0.5526, 2.6650], [1.5266, 1.4052, 2.1850], [4.1451, 1.2447, 0.6290], [3.2210, 2.6444, 1.1683], [0.1087, -0.2807, 2.4355], [1.1604, -1.6676, 2.7744], [-1.1797, -1.7008, 1.3749], [0.0507, -2.9673, 1.1439], [-2.1651, 1.0744, -1.1864], [-0.5061, 4.7306, -1.9304], [0.5851, 5.7825, -0.1544], [1.0639, 4.2507, 1.5627], [-3.0292, -2.9094, 3.7227], [-3.6094, -1.6611, 3.2617], [-4.9266, -1.2830, 3.4916], [-5.0890, -0.0995, 2.8695], [-3.8650, 0.1848, 2.2914], [-2.9182, -0.7581, 2.5166], [-0.6597, 1.4233, 0.2496], [-3.6341, -3.3146, 4.5318], [-2.0230, -2.7240, 4.0918], [-2.9831, -3.6379, 2.9132], [-5.6166, -1.8807, 4.0583], [-5.9460, 0.5427, 2.7887], [-3.6660, 1.0067, 1.7441]],
  "forces_ev_per_a": [[-2.1, 0.6, 1.4], [0.0, 0.0, 0.0], [0.2, 0.2, -0.1], [0.1, 0.2, 0.0], [-0.1, 0.0, -0.2], [1.1, 0.2, -0.9], [-0.2, -0.5, 0.7], [0.1, 0.1, -0.1], [0.0, 0.0, 0.0], [0.0, 0.0, 0.1], [0.0, 0.0, 0.0], [0.0, 0.0, 0.0], [0.0, 0.1, -0.1], [0.1, 0.0, 0.1], [0.0, 0.0, 0.0], [-0.1, 0.1, -0.2], [0.2, 0.0, -0.2], [0.0, 0.0, 0.0], [0.2, 0.0, -0.2], [0.0, -0.7, -0.6], [0.3, 0.2, 0.6], [-0.2, -0.1, 0.0], [0.0, 0.1, 0.0], [0.1, 0.0, 0.0], [0.0, 0.0, 0.0], [0.0, 0.0, 0.0], [0.0, 0.0, 0.0], [0.1, 0.0, 0.1], [0.0, 0.0, 0.0], [0.1, 0.0, -0.5], [-0.2, 0.0, 0.2], [0.0, 0.0, 0.0], [0.0, 0.0, 0.0], [0.0, 0.0, 0.0], [-0.1, 0.0, 0.0], [0.0, -0.1, 0.0], [0.0, 0.0, 0.1], [0.1, 0.0, 0.0], [0.0, 0.0, 0.0], [0.0, 0.0, 0.0], [-0.1, -0.1, 0.0], [0.0, 0.0, 0.0], [0.0, 0.1, -0.1], [0.0, 0.0, 0.0], [0.0, -0.1, 0.0], [0.0, 0.3, 0.1], [0.0, 0.0, 0.0], [0.0, 0.0, 0.1], [0.2, 0.0, -0.1], [0.1, 0.0, 0.0], [0.1, 0.2, -0.1], [-0.3, 0.0, 0.2], [0.5, -0.5, -0.2], [0.0, 0.0, 0.0], [0.0, 0.0, 0.0], [0.0, 0.0, 0.0], [0.0, 0.0, 0.0], [0.0, 0.0, 0.0], [0.0, -0.1, -0.1]],
  "mol_weight_g_mol": 1027.0,
  "homo_lumo_gap_ev": [3.928, 3.927],
  "lumo_energy_ev": [-2.708, -2.709]
}

---

{
  "formula": "C21H17N6O8Rb",
  "method": "ωB97M-V with the def2-TZVPD basis set",
  "elements": ["Rb", "O", "C", "O", "C", "C", "C", "C", "C", "C", "O", "N", "O", "O", "N", "O", "O", "H", "H", "C", "C", "C", "C", "C", "C", "N", "N", "C", "C", "C", "C", "C", "N", "H", "H", "H", "H", "H", "H", "H", "H", "H", "N", "C", "O", "C", "C", "H", "H", "H", "H", "H", "H"],
  "xyz": [[-0.7133, 0.1880, -0.3863], [-3.3004, 0.7470, -0.6145], [-3.2220, 0.4560, 0.6066], [-2.5269, 1.0260, 1.4768], [-3.9716, -0.7957, 1.0536], [-5.2324, -0.7531, 1.5419], [-5.8894, -1.9504, 1.9373], [-5.2695, -3.1659, 1.8220], [-3.9790, -3.2395, 1.3214], [-3.2416, -2.0612, 0.8974], [-2.0923, -2.0709, 0.4165], [-3.4034, -4.5724, 1.2501], [-4.1186, -5.5381, 1.5259], [-2.2231, -4.6984, 0.9724], [-7.2222, -1.9047, 2.4840], [-7.7580, -0.8100, 2.6156], [-7.7757, -2.9514, 2.8099], [-5.7525, 0.1898, 1.6479], [-5.7771, -4.0665, 2.1255], [5.7853, -0.0318, -0.2576], [4.6259, -0.4421, 0.4056], [3.4362, 0.2415, 0.2411], [3.3440, 1.3807, -0.5894], [4.5241, 1.7893, -1.2561], [5.7088, 1.0895, -1.0865], [2.1064, 1.9743, -0.6923], [2.1243, 3.0859, -1.3978], [0.8855, 3.6370, -1.6223], [0.8656, 4.9617, -2.1247], [-0.3351, 5.5830, -2.3623], [-1.5303, 4.8988, -2.1129], [-1.4294, 3.6006, -1.6412], [-0.2721, 2.9751, -1.4099], [6.7183, -0.5673, -0.1281], [4.6567, -1.3056, 1.0642], [2.5381, -0.0830, 0.7560], [4.4666, 2.6524, -1.9047], [6.5978, 1.4208, -1.6148], [1.8145, 5.4557, -2.2942], [-0.3542, 6.6020, -2.7353], [-2.4993, 5.3517, -2.2793], [-2.3212, 3.0123, -1.4308], [3.0266, -2.9748, -0.8627], [1.6924, -2.6577, -0.8823], [1.2669, -1.7574, -1.5734], [0.7978, -3.4801, 0.0577], [0.8652, -2.9661, 1.4583], [3.6325, -2.2256, -1.1703], [3.3595, -3.4972, -0.0692], [1.1179, -4.5249, 0.0169], [-0.2294, -3.4008, -0.2956], [1.6025, -3.3321, 2.1621], [0.2017, -2.1717, 1.7684]],
  "forces_ev_per_a": [[1.4, 0.2, -0.5], [-0.4, 0.0, 0.3], [-0.6, 0.1, 0.1], [-0.3, -0.1, 0.0], [0.0, -0.2, -0.1], [-0.1, 0.0, 0.1], [-0.2, 0.1, 0.1], [0.0, -0.1, 0.0], [0.1, -0.2, -0.1], [0.1, 0.0, -0.1], [-0.2, -0.1, 0.1], [0.0, 0.4, 0.3], [-0.1, 0.0, -0.1], [0.0, -0.1, -0.1], [0.3, 0.0, -0.1], [-0.1, 0.1, 0.0], [0.0, 0.0, 0.0], [0.0, 0.0, 0.0], [0.0, 0.0, 0.0], [-0.1, 0.1, -0.1], [0.0, 0.1, 0.0], [0.1, 0.0, 0.0], [-0.1, -0.1, 0.1], [0.0, 0.0, 0.0], [-0.1, 0.0, 0.0], [0.2, -0.2, -0.1], [-0.3, 0.1, 0.0], [0.0, 0.0, 0.0], [0.0, 0.0, 0.0], [0.0, 0.0, 0.0], [0.1, 0.0, 0.0], [0.1, -0.1, 0.0], [0.0, 0.0, 0.1], [0.0, 0.0, 0.0], [0.0, 0.0, 0.0], [0.0, 0.0, 0.0], [0.0, 0.0, 0.0], [0.0, 0.0, 0.0], [0.0, 0.0, 0.0], [0.0, 0.0, 0.0], [0.0, 0.0, 0.0], [0.0, 0.0, 0.0], [0.0, -0.1, -0.1], [-0.1, 0.0, 0.4], [-0.1, 0.0, -0.2], [0.1, 0.0, 0.1], [0.1, 0.1, -0.2], [0.0, 0.0, 0.0], [0.0, 0.0, 0.0], [0.0, 0.0, 0.0], [0.0, 0.0, 0.0], [0.0, 0.0, 0.0], [0.0, -0.1, 0.0]],
  "e_above_lowest_kcal_mol": 9.58,
  "mol_weight_g_mol": 566.9,
  "homo_lumo_gap_ev": [6.647, 4.764],
  "lumo_energy_ev": [3.965, 3.936],
  "total_charge": -2
}

---

{
  "formula": "C21H18BNO7S",
  "method": "ωB97M-V with the def2-TZVPD basis set",
  "elements": ["C", "C", "C", "C", "C", "C", "C", "C", "C", "S", "C", "C", "C", "C", "C", "B", "C", "O", "C", "C", "C", "O", "O", "C", "C", "O", "N", "H", "H", "H", "H", "H", "H", "H", "H", "H", "H", "H", "H", "H", "H", "H", "H", "H", "H", "C", "O", "O", "O"],
  "xyz": [[1.3580, -2.4751, 1.9383], [2.2344, -2.2156, 0.9751], [3.1771, -1.7264, -0.2672], [3.2890, -0.0989, -0.1018], [4.6394, 0.5746, 0.3230], [4.6342, 2.1557, 0.4863], [3.2882, 2.9807, 0.2528], [1.9318, 2.2956, -0.1824], [1.9553, 0.7122, -0.3606], [0.3372, -0.0615, -0.8795], [-0.9184, 1.0184, 0.0102], [-0.5122, 2.5558, 0.1686], [-1.5852, 3.4537, 0.9395], [-2.9507, 2.8377, 1.4994], [-3.3365, 1.2942, 1.3305], [-4.7377, 0.6431, 1.8893], [-4.6939, 0.0081, 3.3976], [-5.9024, 0.6354, 1.0170], [-2.2712, 0.4012, 0.5467], [-2.5001, -1.1845, 0.2308], [-3.1468, -1.2240, -1.2773], [-3.9850, -0.2814, -1.5291], [-2.7913, -2.2002, -2.2782], [-2.3803, -1.5249, -3.5013], [-0.7828, -1.4580, -3.8381], [-3.1702, -1.0070, -4.3483], [0.7346, 3.1645, -0.3640], [0.6031, -2.2670, 2.7924], [2.7374, -2.0252, -1.2927], [4.2176, -2.1977, -0.0763], [5.5537, -0.1118, 0.4849], [5.5914, 2.7138, 0.7757], [3.3168, 4.1303, 0.3932], [-1.3349, 4.5670, 1.0410], [-3.7165, 3.5299, 2.0360], [-3.8310, -0.7672, 3.5089], [-4.5221, 0.8567, 4.1719], [-5.6668, -0.5806, 3.6615], [-6.0025, -0.3102, 0.7108], [-1.5268, -1.7930, 0.2776], [-3.2485, -1.6770, 0.9504], [-0.2719, -2.0740, -2.9953], [-0.4568, -0.3528, -3.7660], [-0.5898, -1.8927, -4.8854], [0.5624, 3.2579, -1.3917], [6.7100, -3.0753, -0.6467], [7.7472, -3.1838, -1.3334], [6.4659, -2.1087, 0.1522], [5.7477, -3.9118, -0.6462]],
  "forces_ev_per_a": [[4.2, 2.5, -4.6], [-4.6, -0.5, 3.8], [-0.3, 0.5, 2.0], [-0.8, 1.7, 0.1], [-3.6, 2.6, -0.7], [-3.7, -2.1, -1.1], [0.1, -3.2, -0.4], [4.3, -2.1, 1.0], [2.8, 3.1, 1.2], [0.2, 1.7, 1.4], [-1.1, 2.1, 1.4], [-4.5, -1.4, 2.2], [-0.4, -3.8, -0.8], [2.1, -2.1, -1.7], [4.1, 2.2, -2.0], [0.2, 0.1, -0.6], [-0.6, -0.9, 0.3], [2.0, -1.6, 1.1], [1.0, 2.5, 0.6], [0.1, 0.4, -0.9], [-3.4, 4.2, -0.1], [4.0, -5.0, 0.7], [0.6, 2.6, 0.4], [-1.2, 2.3, -4.5], [-0.9, -0.7, 1.6], [2.9, -2.8, 4.5], [-0.8, -2.3, -0.3], [1.9, -0.8, -2.0], [0.7, 0.4, 1.9], [-0.8, 0.4, -0.6], [-1.2, 0.7, -0.5], [-1.7, -1.0, -0.5], [-0.2, -2.2, -0.3], [-0.6, -1.9, 0.0], [1.6, -1.3, -1.1], [-1.2, 1.6, -0.2], [-0.2, -1.5, -1.2], [1.6, 1.2, -0.3], [-0.2, 1.5, 0.4], [-1.3, 1.1, -0.1], [1.0, 0.9, -1.1], [-0.5, 1.1, -1.7], [-0.6, -1.9, -0.2], [-0.5, 0.7, 1.7], [0.3, 0.0, 1.0], [-1.5, -0.5, 0.5], [1.5, 0.0, -0.9], [0.4, 3.5, 1.6], [-1.2, -2.3, -1.1]],
  "mol_weight_g_mol": 439.3,
  "homo_lumo_gap_ev": 1.395,
  "lumo_energy_ev": 3.041,
  "total_charge": -2
}